Molecular formula: C15H20AsN2O6PdSSi
Method: DFT, ωB97M-V/def2-TZVPD

Values from the calculation:
LUMO: 0.0834 hartree
F_max: 0.0181 hartree/bohr
net charge: -1

Last column: Löwdin charge in e.
Positions of all 47 atoms, in Å:
Pd1 -0.63 0.79 -0.06  0.96
C1 3.30 -1.07 -1.28  -0.04
C2 2.83 -1.12 0.15  -0.35
C3 3.60 -1.65 1.17  -0.07
C4 3.08 -1.60 2.47  -0.09
C5 1.84 -1.06 2.71  -0.05
C6 1.11 -0.55 1.61  -0.42
N1 1.63 -0.58 0.36  0.12
N2 -0.14 -0.01 1.68  -0.18
Si1 -0.85 0.77 3.07  0.39
C7 -1.24 -0.45 4.45  -0.18
C8 0.34 2.07 3.74  -0.18
C9 -2.46 1.59 2.59  -0.19
H1 3.46 -0.04 -1.58  0.08
H2 2.54 -1.48 -1.94  0.07
H3 4.23 -1.63 -1.41  0.07
H4 4.57 -2.08 0.96  0.09
H5 3.66 -2.00 3.30  0.10
H6 1.43 -1.03 3.71  0.08
H7 -0.35 -0.90 4.91  0.01
H8 -1.86 -1.26 4.07  0.03
H9 -1.79 0.06 5.24  0.02
H10 1.29 1.63 4.03  0.02
H11 -0.08 2.57 4.62  0.02
H12 0.54 2.83 2.98  0.03
H13 -3.13 0.89 2.09  0.02
H14 -2.31 2.43 1.91  0.03
H15 -2.94 1.97 3.50  0.03
O1 -3.89 1.24 -2.12  -0.24
As1 -3.01 -0.21 -1.67  0.89
O2 -3.97 -1.50 -1.87  -0.46
O3 -2.45 0.01 -0.05  -0.54
C10 -1.52 -0.38 -2.94  -0.22
C11 -1.57 -1.61 -3.60  -0.09
C12 -0.63 -1.95 -4.56  -0.08
C13 0.38 -1.06 -4.88  -0.08
C14 0.44 0.17 -4.24  -0.07
C15 -0.50 0.50 -3.28  -0.28
S1 -0.25 2.10 -2.52  0.45
O4 -0.41 3.10 -3.53  -0.29
O5 -1.34 2.12 -1.49  -0.48
O6 1.03 2.04 -1.84  -0.34
H16 -3.28 1.98 -1.96  0.01
H17 -2.38 -2.29 -3.34  0.09
H18 -0.69 -2.91 -5.05  0.10
H19 1.12 -1.32 -5.63  0.10
H20 1.23 0.87 -4.48  0.12

***

Molecular formula: C15H20BCl32N4O2
Method: DFT, ωB97M-V/def2-TZVPD

Values from the calculation:
LUMO: -0.1222 hartree
F_max: 0.0255 hartree/bohr
net charge: +1

Last column: Löwdin charge in e.
Positions of all 74 atoms, in Å:
C1 -5.37 -3.70 -3.87  -0.09
C2 -5.00 -3.97 -2.42  -0.21
C3 -4.50 -2.72 -1.75  -0.19
O1 -3.06 -2.66 -1.90  -0.13
C4 -2.55 -1.38 -2.08  -0.20
N1 -1.11 -1.42 -1.74  0.10
B1 -0.53 -2.70 -2.26  -0.69
N2 -0.56 -2.94 -3.69  0.20
O2 0.04 -3.58 -1.42  0.18
C5 -0.98 -1.19 -0.39  -0.35
N3 -0.62 0.03 -0.05  0.27
N4 -1.22 -2.12 0.57  0.09
C6 -0.34 -2.12 1.78  -0.19
C7 0.31 -3.49 1.94  -0.06
H1 -6.19 -3.00 -3.92  0.08
H2 -5.62 -4.61 -4.40  0.07
H3 -4.52 -3.23 -4.36  0.07
H4 -5.82 -4.40 -1.87  0.11
H5 -4.15 -4.65 -2.42  0.11
H6 -4.92 -1.84 -2.23  0.13
H7 -4.68 -2.71 -0.69  0.06
H8 -2.69 -1.00 -3.09  0.11
H9 -3.03 -0.68 -1.39  0.13
H10 -1.47 -3.26 -4.01  0.08
H11 -0.33 -2.11 -4.22  0.00
H12 -0.28 -4.47 -1.62  0.13
H13 -0.96 0.42 0.81  0.09
H14 -0.01 0.58 -0.64  0.09
H15 -2.20 -2.06 0.86  0.07
H16 0.43 -1.37 1.69  0.11
H17 -0.96 -1.94 2.64  0.11
H18 -0.29 -4.23 1.43  0.07
H19 0.33 -3.76 2.98  0.08
H20 1.29 -3.51 1.51  0.07
C8 -0.23 3.72 1.24  -2.04
Cl1 0.09 3.13 2.87  0.51
Cl2 -1.80 3.10 0.69  0.53
Cl3 -0.24 5.47 1.21  0.58
Cl4 1.04 3.12 0.15  0.51
C9 1.25 2.07 6.83  -2.05
Cl5 0.17 1.52 5.54  0.47
Cl6 1.86 3.68 6.43  0.51
Cl7 0.37 2.12 8.35  0.55
Cl8 2.61 0.96 6.96  0.54
C10 4.50 -4.09 -1.60  -2.06
Cl9 4.21 -5.26 -0.31  0.53
Cl10 3.99 -2.48 -1.05  0.48
Cl11 6.22 -4.05 -1.98  0.54
Cl12 3.59 -4.54 -3.03  0.54
C11 -0.57 0.96 -5.29  -2.04
Cl13 -0.20 2.43 -6.17  0.57
Cl14 -0.71 1.30 -3.56  0.54
Cl15 -2.09 0.28 -5.87  0.55
Cl16 0.74 -0.21 -5.53  0.54
C12 5.42 6.27 6.32  -2.05
Cl17 6.93 6.17 5.41  0.53
Cl18 5.64 7.32 7.72  0.54
Cl19 4.16 6.93 5.27  0.49
Cl20 4.95 4.66 6.86  0.50
C13 4.77 1.32 -3.02  -2.05
Cl21 5.69 -0.11 -2.58  0.52
Cl22 3.38 0.87 -4.04  0.48
Cl23 4.13 2.08 -1.55  0.49
Cl24 5.80 2.44 -3.89  0.56
C14 4.40 8.45 1.25  -2.06
Cl25 3.30 9.79 1.62  0.53
Cl26 3.45 6.97 1.05  0.49
Cl27 5.27 8.80 -0.24  0.54
Cl28 5.53 8.24 2.58  0.50
C15 -5.22 -1.53 2.33  -2.04
Cl29 -4.08 -0.29 1.75  0.52
Cl30 -5.41 -1.38 4.06  0.58
Cl31 -6.77 -1.30 1.53  0.57
Cl32 -4.58 -3.13 1.93  0.57

***

| no. | Kohn-Sham gap (eV) |
| --- | --- |
| 1 | 7.37 |
| 2 | 9.09 |